Record 1
C5H9N3 | ωB97M-V with the def2-TZVPD basis set

Atoms and positions in Å:
1 C 0.042 -0.465 2.089
2 N -0.171 -1.609 1.415
3 N 0.084 -1.849 0.063
4 C 1.054 -1.112 -0.820
5 N 0.679 -0.187 -1.360
6 C -0.343 0.639 -0.837
7 C -1.467 -0.002 -0.447
8 C 0.182 2.047 -0.762
9 H 0.578 0.466 1.587
10 H -0.050 -0.436 3.281
11 H 0.782 -2.722 0.079
12 H 1.948 -1.686 -1.076
13 H -2.355 0.566 -0.139
14 H -1.983 -0.919 -0.584
15 H 0.623 2.284 -1.787
16 H -0.482 3.002 -0.680
17 H 0.878 1.986 -0.021

Properties
**F_max**: 12.72 eV/Å
**HOMO-LUMO gap**: 9.5530 eV
**SMILES**: C=NN/C=N\C(=C)C
**2S+1**: 1
**Charge**: 0

Results of the Löwdin charge analysis, in e, for atoms 1 through 2: atom 1 (C): -0.047, atom 2 (N): -0.097

---

Record 2
C5H9N3 | ωB97M-V with the def2-TZVPD basis set

Atoms and positions in Å:
1 C -0.136 -1.574 0.789
2 C -0.092 -1.053 -0.641
3 C 0.307 0.364 -0.699
4 C 0.774 1.179 -1.797
5 N 1.023 2.414 -1.400
6 C 0.795 2.403 -0.087
7 N 0.312 1.185 0.352
8 N -1.304 -1.065 1.521
9 H 0.736 -1.332 1.404
10 H -0.212 -2.658 0.773
11 H 0.653 -1.605 -1.230
12 H -1.099 -1.162 -1.051
13 H 0.817 0.940 -2.852
14 H 0.870 3.197 0.640
15 H 0.303 0.903 1.332
16 H -1.846 -0.348 1.051
17 H -1.899 -1.787 1.896

Properties
**F_max**: 1.30 eV/Å
**HOMO-LUMO gap (alpha / beta)**: 9.6774 / 5.7004 eV
**2S+1**: 2
**Charge**: +1
**<S²>**: 0.763

Results of the Löwdin charge analysis, in e, for atoms 1 through 2: atom 1 (C): -0.259, atom 2 (C): -0.092

---

Record 3
C5H9N3 | ωB97M-V with the def2-TZVPD basis set

Atoms and positions in Å:
1 C 3.238 -1.686 0.464
2 C -1.603 0.805 0.101
3 C 2.285 1.346 -0.865
4 C -1.773 -0.308 -0.549
5 C -1.832 -1.581 0.173
6 N 2.741 -0.717 0.056
7 N 2.031 0.217 -0.401
8 N -1.802 1.842 0.716
9 H 3.631 -2.453 1.020
10 H 3.113 1.849 -1.261
11 H 1.238 1.915 -0.928
12 H -1.881 -0.240 -1.679
13 H -2.710 -2.235 -0.026
14 H -1.697 -1.466 1.295
15 H -1.022 -2.205 -0.082
16 H -2.773 2.354 0.849
17 H -1.185 2.563 1.118

Properties
**F_max**: 6.21 eV/Å
**HOMO-LUMO gap**: 9.4738 eV
**2S+1**: 1
**Charge**: +2

Results of the Löwdin charge analysis, in e, for atoms 1 through 2: atom 1 (C): 0.395, atom 2 (C): -0.049

---

Record 4
C5H9N3O | ωB97M-V with the def2-TZVPD basis set

Atoms and positions in Å:
1 C -1.438 -1.487 0.892
2 O -0.476 -1.369 -0.146
3 C 0.778 -0.978 0.237
4 C 1.551 -0.041 -0.671
5 N 0.925 0.440 -1.881
6 C -0.181 1.044 -1.751
7 N -0.727 1.521 -0.551
8 N -0.040 1.372 0.689
9 C 1.062 0.407 0.655
10 H -1.106 -2.238 1.629
11 H -1.554 -0.566 1.480
12 H -2.386 -1.760 0.375
13 H 1.378 -1.753 0.685
14 H 2.614 -0.222 -0.858
15 H -0.760 1.357 -2.622
16 H -1.746 1.391 -0.443
17 H 0.319 2.311 0.853
18 H 1.785 0.571 1.428

Properties
**F_max**: 1.34 eV/Å
**HOMO-LUMO gap**: 9.0253 eV
**SMILES**: CO[C@H]1[C@H]2N=CNN[C@H]21
**2S+1**: 1
**Charge**: 0

Results of the Löwdin charge analysis, in e, for atoms 1 through 2: atom 1 (C): -0.083, atom 2 (O): -0.134

---

Record 5
C5H9N3O | ωB97M-V with the def2-TZVPD basis set

Atoms and positions in Å:
1 H -2.737 -0.870 -0.159
2 N -1.766 -1.201 -0.181
3 C -0.948 -0.297 0.264
4 C -1.451 1.040 0.755
5 C 0.575 -0.693 0.543
6 N 0.725 -2.133 0.322
7 C 1.460 0.104 -0.364
8 O 2.797 0.208 -0.012
9 C 1.013 0.879 -1.316
10 N 0.769 1.717 -2.113
11 H -2.422 1.271 0.308
12 H -1.560 1.005 1.842
13 H -0.750 1.837 0.502
14 H 0.794 -0.459 1.591
15 H -0.054 -2.420 -0.284
16 H 0.551 -2.622 1.197
17 H 3.243 0.754 -0.686
18 H -0.239 1.882 -2.210

Properties
**F_max**: 4.39 eV/Å
**HOMO-LUMO gap (alpha / beta)**: 7.3660 / 7.3668 eV
**SMILES**: [H]/N=C(\C)[C@@H](N)C(O)=C=N
**2S+1**: 1
**Charge**: 0

Results of the Löwdin charge analysis, in e, for atoms 1 through 2: atom 1 (H): 0.058, atom 2 (N): 0.123

---

Record 6
C5H9N3O | ωB97M-V with the def2-TZVPD basis set

Atoms and positions in Å:
1 C -3.223 -0.156 0.031
2 C -0.869 0.176 -0.120
3 C -0.601 1.496 0.147
4 C 1.299 0.541 -0.373
5 C 0.342 -0.600 -0.418
6 H -3.037 1.020 -0.337
7 H -3.569 -0.225 1.490
8 H -4.006 -0.942 -0.606
9 H -1.105 2.502 0.395
10 H 0.687 -1.623 0.167
11 H 0.282 -1.133 -1.315
12 H 3.113 1.101 -0.096
13 H 2.469 -1.074 1.138
14 H 3.653 -1.711 -0.159
15 N 0.832 1.687 0.030
16 N 2.601 0.355 -0.413
17 N 3.131 -0.761 0.495
18 O -1.997 -0.654 -0.055

Properties
**F_max**: 6.34 eV/Å
**HOMO-LUMO gap**: 8.4640 eV
**2S+1**: 1
**Charge**: 0

Results of the Löwdin charge analysis, in e, for atoms 1 through 2: atom 1 (C): -0.190, atom 2 (C): -0.284

---

Record 7
C5H9N3O | ωB97M-V with the def2-TZVPD basis set

Atoms and positions in Å:
1 N 2.868 -0.680 -0.287
2 C 1.504 -0.253 -0.436
3 C 1.113 1.262 -0.203
4 N 0.093 0.925 0.682
5 N -1.147 1.022 0.027
6 C -1.758 -0.198 -0.125
7 O -2.914 -0.310 -0.488
8 C -0.812 -1.256 0.285
9 C 0.425 -0.512 0.737
10 H 3.336 -0.459 0.631
11 H 3.442 -0.264 -0.964
12 H 1.147 -0.638 -1.400
13 H 1.864 1.811 0.256
14 H 0.637 1.632 -1.072
15 H -1.710 1.862 0.126
16 H -1.232 -2.041 0.900
17 H -0.646 -1.770 -0.713
18 H 0.944 -0.781 1.636

Properties
**F_max**: 3.50 eV/Å
**HOMO-LUMO gap**: 9.4329 eV
**SMILES**: N[C@@H]1CN2NC(=O)C[C@@H]12
**2S+1**: 1
**Charge**: 0

Results of the Löwdin charge analysis, in e, for atoms 1 through 2: atom 1 (N): 0.027, atom 2 (C): -0.278

---

Record 8
C5H9N3O2 | ωB97M-V with the def2-TZVPD basis set

Atoms and positions in Å:
1 C -0.625 -2.266 0.200
2 N 0.115 -1.068 0.508
3 C -0.373 0.101 0.377
4 N 0.378 1.214 0.641
5 C 1.778 1.057 0.937
6 C 2.580 0.639 -0.275
7 O 3.691 0.171 -0.203
8 C -1.730 0.404 -0.155
9 N -2.902 0.553 0.179
10 H -1.715 -2.179 0.340
11 H -0.434 -2.542 -0.846
12 H -0.267 -3.093 0.830
13 H -0.075 2.055 0.980
14 H 2.169 2.035 1.258
15 H 1.963 0.329 1.744
16 H 2.097 0.835 -1.259
17 O -2.022 0.743 -1.880
18 H -1.346 0.192 -2.290
19 H -3.283 0.821 -1.086

Properties
**F_max**: 4.03 eV/Å
**HOMO-LUMO gap**: 9.9003 eV
**2S+1**: 1
**Charge**: 0

Results of the Löwdin charge analysis, in e, for atoms 1 through 2: atom 1 (C): -0.116, atom 2 (N): 0.058

---

Record 9
C5H9N3O4 | ωB97M-V with the def2-TZVPD basis set

Atoms and positions in Å:
1 C -1.047 1.873 -1.249
2 C 1.455 1.211 -1.543
3 C 2.757 -0.808 0.565
4 C -2.279 -1.383 1.319
5 C 3.237 0.409 -0.136
6 N 0.086 1.642 -1.387
7 N -2.567 -0.090 0.772
8 N -3.617 0.061 0.130
9 O 1.895 0.886 -2.600
10 O -3.782 1.299 -0.337
11 O -4.453 -0.784 -0.179
12 O 2.026 1.203 -0.340
13 H -2.876 1.733 -0.412
14 H 2.723 -0.657 1.635
15 H 1.855 -1.202 0.072
16 H 3.477 -1.613 0.297
17 H -2.342 -1.520 2.317
18 H -3.075 -2.065 0.936
19 H -1.231 -1.523 0.935
20 H 3.694 0.347 -1.244
21 H 4.064 0.984 0.449

Properties
**F_max**: 9.66 eV/Å
**HOMO-LUMO gap (alpha / beta)**: 6.3099 / 8.3001 eV
**2S+1**: 3
**Charge**: 0
**<S²>**: 2.007

Results of the Löwdin charge analysis, in e, for atoms 1 through 2: atom 1 (C): 0.153, atom 2 (C): -0.535

---

Record 10
C5H9N4O | ωB97M-V with the def2-TZVPD basis set

Atoms and positions in Å:
1 N -2.636 0.909 1.091
2 C -1.414 0.332 1.142
3 N -0.778 0.212 2.308
4 N -0.761 0.078 0.002
5 C 0.491 -0.382 -0.283
6 O 1.139 -0.947 0.793
7 C 2.411 -1.365 0.326
8 C 2.504 -0.915 -0.951
9 C 1.261 -0.347 -1.443
10 N 1.118 0.207 -2.619
11 H -2.862 1.297 1.907
12 H -3.406 0.692 0.521
13 H -1.257 0.653 3.156
14 H 0.073 -0.293 2.249
15 H -1.078 0.507 -0.810
16 H 3.068 -2.025 0.952
17 H 3.330 -1.103 -1.669
18 H 0.223 0.334 -3.016
19 H 1.858 0.273 -3.208

Properties
**F_max**: 5.62 eV/Å
**HOMO-LUMO gap**: 8.0928 eV
**SMILES**: NC(N)=[NH+]c1occc1N
**2S+1**: 1
**Charge**: +1

Results of the Löwdin charge analysis, in e, for atoms 1 through 2: atom 1 (N): 0.224, atom 2 (C): -0.356

---

Record 11
C5H9N4O | ωB97M-V with the def2-TZVPD basis set

Atoms and positions in Å:
1 C 1.006 0.328 2.156
2 N 0.648 0.357 0.803
3 C 1.194 0.943 -0.237
4 N 2.255 1.743 -0.059
5 N 0.612 0.714 -1.494
6 C -0.367 -0.042 -1.607
7 N -1.100 -0.981 -0.768
8 C -2.263 -1.639 -1.444
9 C -1.040 -1.212 0.477
10 O -1.172 -1.496 1.566
11 H 0.327 -0.435 2.584
12 H 2.037 0.010 2.297
13 H 0.921 1.304 2.609
14 H 2.624 2.275 -0.853
15 H 2.760 1.940 0.825
16 H -1.032 0.149 -2.485
17 H -2.033 -2.018 -2.421
18 H -2.964 -0.921 -1.609
19 H -2.634 -2.295 -0.794

Properties
**F_max**: 4.52 eV/Å
**HOMO-LUMO gap**: 8.9214 eV
**SMILES**: C/N=C(N)/N=C\[N+](C)=C=O
**2S+1**: 1
**Charge**: +1

Results of the Löwdin charge analysis, in e, for atoms 1 through 2: atom 1 (C): -0.100, atom 2 (N): -0.007

---

Record 12
C5H9N5 | ωB97M-V with the def2-TZVPD basis set

Atoms and positions in Å:
1 C -0.028 -1.415 -0.053
2 C -3.241 -0.198 0.138
3 C 1.328 -1.311 -0.101
4 C -2.536 1.063 0.051
5 C -1.135 -0.609 -0.064
6 N -2.382 -1.139 0.078
7 N 3.418 -0.306 0.313
8 N -0.071 1.780 -0.169
9 N 2.127 -0.282 -0.120
10 N -1.270 0.778 -0.087
11 H -0.246 -2.442 -0.094
12 H -4.279 -0.432 0.282
13 H 1.939 -2.171 -0.044
14 H -2.795 2.119 0.304
15 H 3.991 0.614 0.149
16 H 3.925 -1.250 0.388
17 H -0.483 2.671 0.166
18 H 0.059 1.908 -1.181
19 H 1.680 0.624 0.040

Properties
**F_max**: 3.47 eV/Å
**HOMO-LUMO gap (alpha / beta)**: 6.9436 / 7.2135 eV
**2S+1**: 1
**Charge**: +2

Results of the Löwdin charge analysis, in e, for atoms 1 through 2: atom 1 (C): 0.118, atom 2 (C): 0.008

---

Question: What is the formula in the sixth record?
Answer: C5H9N3O